{
  "formula": "C19H21FN2O4S",
  "method": "ωB97M-V with the def2-TZVPD basis set",
  "e_above_lowest_ev": 16.0757,
  "total_charge": 0,
  "e_lumo_ev": -0.077,
  "symbols": ["C", "N", "S", "O", "O", "C", "C", "C", "C", "C", "C", "H", "H", "C", "O", "N", "C", "C", "C", "C", "C", "C", "F", "H", "H", "H", "H", "H", "H", "H", "C", "H", "H", "C", "C", "H", "C", "H", "C", "H", "H", "O", "H", "H", "H", "H", "H", "H"],
  "positions_angstrom": [[4.73, 0.29, -2.15], [4.00, 0.27, -1.06], [3.87, -1.09, -0.27], [4.17, -2.26, -1.17], [4.38, -1.30, 0.89], [1.89, -1.40, 0.04], [1.04, -1.19, -0.93], [-0.27, -1.08, -1.06], [-0.84, -1.38, 0.22], [0.09, -1.75, 1.37], [1.36, -1.45, 1.24], [2.00, -1.75, 1.94], [-0.37, -2.15, 2.22], [-2.24, -1.35, 0.59], [-2.80, -2.26, 1.16], [-3.01, -0.49, 0.00], [-4.27, -0.35, -0.08], [-5.30, -1.04, 0.57], [-6.50, -0.53, 0.35], [-7.04, 0.54, -0.15], [-6.12, 1.29, -0.99], [-4.86, 1.04, -0.66], [-3.82, 1.84, -1.37], [-6.42, 2.23, -1.27], [-8.06, 0.92, -0.56], [-7.25, -1.24, 0.89], [-4.94, -2.05, 1.02], [-2.33, 0.36, -0.67], [-0.97, -0.95, -1.67], [1.61, -0.87, -1.98], [4.01, 1.56, -0.26], [3.97, 2.30, -0.99], [4.98, 1.45, 0.37], [2.83, 1.45, 0.78], [2.93, 2.83, 1.61], [3.28, 2.92, 2.68], [1.59, 3.51, 1.30], [1.57, 4.61, 1.72], [1.07, 2.94, 0.17], [-0.11, 2.97, 0.15], [1.58, 3.38, -0.54], [1.45, 1.65, 0.40], [0.82, 3.12, 2.31], [3.66, 3.41, 1.18], [2.77, 0.76, 1.39], [5.88, 0.46, -2.02], [4.37, 0.91, -2.91], [4.77, -0.85, -2.63]]
}


{
  "formula": "C3H10NO",
  "method": "ωB97M-V with the def2-TZVPD basis set",
  "e_above_lowest_ev": 6.1572,
  "spin_multiplicity": 2,
  "total_charge": 2,
  "e_lumo_ev": [-12.799, -14.120],
  "symbols": ["C", "O", "C", "C", "N", "H", "H", "H", "H", "H", "H", "H", "H", "H", "H"],
  "positions_angstrom": [[0.26, 0.39, 1.09], [1.03, -0.84, 1.05], [-0.02, 0.91, -0.25], [1.14, 1.11, -1.14], [-1.80, -1.69, 0.00], [-0.58, 0.02, 1.70], [0.90, 1.07, 1.66], [1.08, -1.30, 0.19], [-0.80, 1.69, -0.32], [1.54, 0.23, -1.70], [2.01, 1.30, -0.51], [0.91, 2.00, -1.73], [-2.02, -2.01, 0.94], [-2.36, -2.07, -0.77], [-1.30, -0.81, -0.19]]
}


{
  "formula": "C3H8NO2S",
  "method": "ωB97M-V with the def2-TZVPD basis set",
  "e_above_lowest_ev": 7.4613,
  "total_charge": -1,
  "e_lumo_ev": [3.782, 3.750],
  "symbols": ["C", "C", "C", "N", "O", "O", "S", "H", "H", "H", "H", "H", "H", "H", "H"],
  "positions_angstrom": [[1.97, -0.74, 1.17], [-2.29, 0.47, -1.07], [1.32, -0.14, -0.01], [-1.52, 0.46, 1.23], [-1.35, 1.70, 0.93], [-2.43, -0.12, 0.19], [1.21, 1.51, -0.29], [2.02, -1.82, 1.22], [2.87, -0.13, 1.28], [1.50, -0.39, 2.13], [-1.79, 1.47, -0.85], [-3.31, 0.48, -1.50], [-1.58, -0.04, -1.62], [0.77, -0.74, -0.69], [-0.02, 1.96, 0.52]]
}


{
  "formula": "C41H73Cl3FKMgN6O4S",
  "method": "ωB97M-V with the def2-TZVPD basis set",
  "total_charge": 0,
  "e_lumo_ev": -4.688,
  "symbols": ["C", "C", "C", "O", "C", "C", "C", "C", "C", "C", "C", "C", "C", "C", "C", "N", "C", "C", "C", "Cl", "N", "C", "N", "C", "C", "C", "H", "H", "H", "H", "H", "H", "H", "H", "H", "H", "H", "H", "H", "H", "H", "H", "H", "H", "H", "H", "H", "H", "H", "H", "H", "H", "H", "H", "H", "N", "C", "C", "C", "C", "H", "H", "H", "H", "H", "Cl", "Mg", "C", "C", "N", "C", "C", "C", "C", "H", "H", "H", "H", "H", "H", "H", "H", "H", "H", "H", "H", "H", "H", "H", "O", "H", "C", "C", "C", "S", "O", "O", "C", "H", "H", "H", "H", "H", "H", "H", "H", "F", "K", "Cl", "C", "C", "N", "C", "C", "C", "C", "H", "H", "H", "H", "H", "H", "H", "H", "H", "H", "H", "H", "H", "H", "H"],
  "positions_angstrom": [[-3.49, -7.06, -2.74], [-4.90, -6.23, -3.04], [-4.92, -4.96, -1.95], [-3.97, -3.94, -2.43], [-3.21, -3.34, -1.32], [-1.63, -3.61, -1.02], [-1.20, -2.76, 0.27], [0.39, -2.85, 0.72], [1.36, -3.62, -0.36], [1.59, -2.89, -1.85], [2.54, -3.57, -3.03], [3.35, -5.00, -2.77], [3.14, -5.70, -1.29], [2.18, -5.02, -0.12], [2.09, -5.82, 1.31], [-2.11, -1.93, 1.05], [-1.53, -1.23, 2.29], [-1.34, -2.30, 3.57], [-2.29, -1.78, 4.84], [0.43, -2.11, 4.21], [-3.42, -1.66, 0.88], [-3.92, -2.34, -0.30], [-5.41, -2.04, -0.60], [-5.45, -0.96, -1.49], [-4.73, 0.50, -1.18], [-6.30, -1.02, -2.93], [-2.64, -6.46, -3.28], [-3.56, -8.19, -3.06], [-3.31, -6.94, -1.57], [-5.87, -6.91, -2.90], [-4.93, -5.84, -4.16], [-4.72, -5.32, -0.85], [-6.01, -4.50, -2.05], [-0.98, -4.32, -1.68], [0.43, -3.50, 1.73], [0.88, -1.78, 0.91], [1.01, -1.88, -2.07], [2.62, -3.01, -4.08], [4.02, -5.43, -3.63], [3.70, -6.73, -1.11], [1.89, -5.10, 2.22], [1.35, -6.76, 1.28], [3.17, -6.30, 1.49], [-0.55, -0.62, 2.06], [-2.29, -0.42, 2.73], [-1.58, -3.41, 3.27], [-1.75, -0.95, 5.50], [-2.55, -2.72, 5.51], [-3.30, -1.27, 4.47], [-4.59, 0.69, -0.03], [-5.34, 1.42, -1.62], [-3.65, 0.59, -1.66], [-7.17, -1.80, -2.77], [-5.57, -1.31, -3.81], [-6.80, 0.04, -3.15], [1.42, -0.47, -5.75], [1.95, 0.79, -5.72], [1.32, 1.50, -4.73], [0.37, 0.63, -4.13], [0.46, -0.58, -4.78], [1.70, -1.21, -6.38], [2.74, 1.08, -6.41], [1.51, 2.53, -4.46], [-0.30, 0.87, -3.31], [-0.08, -1.50, -4.63], [2.77, -2.81, 3.51], [-0.88, 2.01, -2.38], [-0.93, 3.04, 3.37], [0.36, 3.74, 2.93], [0.18, 4.67, 1.81], [1.45, 5.13, 1.23], [2.37, 5.97, 2.11], [-0.83, 5.72, 1.99], [-0.67, 6.66, 3.17], [-1.39, 2.51, 2.53], [-0.70, 2.31, 4.15], [-1.65, 3.74, 3.79], [1.06, 2.96, 2.63], [0.80, 4.24, 3.80], [1.24, 5.68, 0.30], [2.01, 4.24, 0.90], [2.00, 6.99, 2.21], [3.36, 6.03, 1.64], [2.50, 5.54, 3.10], [-1.81, 5.23, 2.07], [-0.91, 6.31, 1.07], [-0.39, 6.15, 4.09], [-1.62, 7.18, 3.37], [0.07, 7.44, 2.97], [2.91, -7.30, 4.04], [2.80, -6.37, 4.16], [0.54, -3.00, 10.02], [-0.78, -3.74, 9.77], [-1.86, -2.68, 9.56], [-1.03, -1.25, 8.89], [-1.12, -0.17, 9.85], [-1.42, -1.08, 7.50], [0.61, -1.92, 8.95], [1.39, -3.68, 9.98], [0.52, -2.54, 11.02], [-0.69, -4.36, 8.88], [-1.04, -4.40, 10.61], [-2.62, -3.02, 8.85], [-2.33, -2.39, 10.50], [1.33, -1.14, 9.19], [0.84, -2.36, 7.97], [2.91, -7.33, -2.89], [4.72, -4.03, -0.93], [1.57, -0.95, 10.62], [1.26, 4.74, -7.02], [2.05, 5.68, -6.10], [3.46, 5.31, -5.94], [4.12, 6.05, -4.86], [4.27, 7.56, -5.02], [4.24, 5.17, -7.17], [4.32, 6.38, -8.09], [1.33, 3.70, -6.68], [0.21, 5.02, -7.02], [1.62, 4.79, -8.05], [1.56, 5.64, -5.12], [1.93, 6.70, -6.47], [5.11, 5.61, -4.68], [3.57, 5.86, -3.93], [5.06, 7.81, -5.73], [4.56, 8.00, -4.06], [3.34, 8.04, -5.33], [3.83, 4.33, -7.74], [5.26, 4.85, -6.92], [3.36, 6.88, -8.22], [4.66, 6.06, -9.09], [5.05, 7.11, -7.73]]
}